# 1
{
  "formula": "CHNO2P",
  "method": "wB97M-V/def2-TZVPD",
  "orbital_gap_ev": 8.89,
  "e_above_lowest_kcal_mol": 27.6,
  "lumo_ev": 4.57,
  "multiplicity": 1,
  "total_charge": -1,
  "elements": ["C", "N", "O", "O", "P", "H"],
  "xyz": [[0.548, 1.222, 0.043], [0.557, 2.396, 0.174], [-1.396, -0.924, 0.178], [1.597, -1.218, 0.658], [0.724, -0.607, -0.383], [-2.029, -0.868, -0.670]],
  "atomic_forces_ev_per_a": [[-0.04, 3.10, 0.79], [-0.02, -2.97, -0.43], [0.09, 0.53, -2.88], [-0.35, 0.28, 0.17], [-2.17, -0.83, -0.29], [2.49, -0.12, 2.63]]
}

---

# 2
{
  "formula": "C10H25ClO2P2Si",
  "method": "wB97M-V/def2-TZVPD",
  "orbital_gap_ev": 8.85,
  "lumo_ev": 0.24,
  "multiplicity": 1,
  "elements": ["C", "C", "C", "C", "C", "P", "C", "C", "O", "Si", "C", "C", "C", "P", "O", "Cl", "H", "H", "H", "H", "H", "H", "H", "H", "H", "H", "H", "H", "H", "H", "H", "H", "H", "H", "H", "H", "H", "H", "H", "H", "H"],
  "xyz": [[-0.121, -2.981, -4.016], [-0.752, -1.455, -3.775], [-2.383, -1.612, -3.696], [-0.059, -0.914, -2.372], [0.042, 0.724, -2.266], [1.766, 1.351, -1.638], [2.424, 0.198, -0.218], [1.223, 0.055, 0.937], [1.620, 0.586, 2.251], [0.229, 0.602, 3.371], [0.578, -0.537, 4.932], [-1.362, -0.191, 2.535], [-0.245, 2.424, 3.929], [1.328, 3.367, -0.840], [-0.275, 3.452, -0.166], [2.634, 3.761, 0.838], [-0.294, -3.579, -3.020], [-0.599, -3.528, -4.937], [1.047, -2.822, -4.108], [-0.522, -0.761, -4.708], [-2.694, -2.498, -4.430], [-2.869, -0.624, -4.121], [-2.798, -1.913, -2.635], [-0.693, -1.304, -1.443], [1.037, -1.378, -2.351], [-0.738, 1.088, -1.438], [-0.252, 1.271, -3.270], [3.432, 0.606, 0.246], [2.627, -0.862, -0.727], [0.925, -1.070, 1.062], [0.328, 0.720, 0.511], [-0.389, -0.457, 5.600], [0.570, -1.644, 4.494], [1.570, -0.260, 5.487], [-2.260, -0.173, 3.285], [-1.041, -1.318, 2.309], [-1.570, 0.394, 1.534], [0.572, 3.213, 3.569], [-1.316, 2.700, 3.492], [-0.349, 2.457, 5.115], [-0.369, 2.913, 0.677]],
  "atomic_forces_ev_per_a": [[0.41, 1.22, 0.66], [-0.30, -1.23, 0.26], [0.05, -0.18, -0.86], [0.18, 0.11, -0.55], [-1.72, 0.08, 1.26], [0.97, -1.17, 0.05], [-0.86, -0.90, 0.80], [0.35, 0.25, -0.82], [-2.46, -0.63, -0.19], [0.16, -0.09, 0.27], [-0.44, -0.53, -0.55], [0.62, -0.53, -0.38], [-0.13, 0.76, 0.27], [-1.67, 1.24, 0.81], [1.94, -1.33, 0.96], [-0.82, -0.78, -0.91], [0.19, 0.97, -2.02], [1.08, 1.10, 1.85], [-2.36, -0.66, -0.13], [-0.20, -1.41, 2.08], [0.61, 1.99, 1.52], [0.71, -2.03, 1.19], [0.95, 0.85, -2.04], [1.52, 0.68, -2.03], [-2.37, 0.96, 0.11], [1.39, -0.77, -2.00], [0.88, -1.15, 2.02], [-2.23, -0.69, -1.07], [-0.34, 2.30, 1.22], [0.37, 2.09, -0.47], [1.67, -1.77, 0.96], [2.07, -0.07, -1.02], [0.36, 2.24, 1.16], [-2.04, -0.77, -0.90], [1.64, 0.02, -1.58], [-1.07, 2.38, 0.29], [-0.02, -1.39, 2.00], [-1.90, -1.61, 0.86], [2.33, -0.44, 0.83], [0.33, 0.02, -2.55], [0.15, 0.85, -1.34]]
}

---

# 3
{
  "formula": "C8H18AlNO7P",
  "method": "wB97M-V/def2-TZVPD",
  "orbital_gap_ev": 6.85,
  "lumo_ev": 2.83,
  "multiplicity": 1,
  "total_charge": -1,
  "elements": ["C", "C", "Al", "O", "P", "N", "H", "H", "H", "H", "H", "H", "C", "O", "C", "O", "O", "C", "H", "H", "H", "H", "H", "H", "C", "O", "C", "O", "O", "C", "H", "H", "H", "H", "H", "H"],
  "xyz": [[1.806, -2.297, -2.535], [1.433, -1.340, -1.864], [0.987, 0.315, -0.713], [0.105, -0.127, 0.847], [3.091, 1.276, -0.170], [3.617, 0.739, 1.268], [2.529, -2.967, -3.056], [0.062, 1.348, -1.487], [0.138, -1.087, 1.013], [3.998, 0.875, -1.202], [3.027, 2.727, -0.209], [4.501, 0.240, 1.093], [0.518, 0.878, 3.685], [-0.292, 0.815, 4.873], [-0.044, -0.233, 5.655], [0.772, -1.097, 5.454], [-0.867, -0.163, 6.719], [-0.710, -1.231, 7.648], [0.226, 1.768, 3.131], [1.574, 0.963, 3.943], [0.345, 0.011, 3.054], [0.299, -1.233, 8.065], [-0.932, -2.189, 7.175], [-1.420, -1.071, 8.458], [-0.166, -1.074, -5.199], [-0.754, 0.173, -4.829], [-2.063, 0.256, -5.071], [-2.753, -0.607, -5.557], [-2.481, 1.468, -4.679], [-3.872, 1.698, -4.879], [0.894, -1.027, -4.957], [-0.611, -1.893, -4.634], [-0.269, -1.245, -6.273], [-4.467, 0.990, -4.300], [-4.125, 1.637, -5.939], [-4.094, 2.705, -4.528]],
  "atomic_forces_ev_per_a": [[1.40, 0.25, 0.00], [0.07, -0.28, -0.04], [-1.30, -0.86, 0.63], [0.75, -0.57, -1.34], [-0.01, -0.57, 0.96], [0.60, -0.22, -0.62], [-1.42, 0.69, 0.63], [0.03, 0.14, -0.18], [0.05, 0.67, -0.07], [-0.14, 0.67, -0.09], [0.35, -0.41, -0.44], [-0.42, 0.41, 0.42], [0.42, 0.00, -0.36], [-0.10, -0.23, 0.58], [0.04, 0.42, -0.55], [-0.21, 0.02, 0.29], [-0.02, -0.03, 0.07], [-0.02, -0.14, 0.17], [-0.21, -0.09, 0.20], [-0.08, -0.16, 0.00], [0.10, 0.14, 0.08], [-0.02, -0.12, -0.14], [0.18, 0.04, 0.00], [-0.03, 0.19, -0.17], [0.29, -0.35, -0.15], [-0.35, 0.13, -0.14], [0.38, -0.01, 0.19], [0.00, 0.21, 0.04], [0.02, -0.10, -0.10], [-0.26, 0.10, 0.01], [-0.17, 0.24, 0.18], [-0.02, 0.08, -0.09], [-0.19, -0.01, 0.07], [0.04, -0.05, -0.16], [-0.02, -0.16, 0.08], [0.26, -0.05, 0.05]]
}

---

# 4
{
  "formula": "C4H9NO2",
  "method": "wB97M-V/def2-TZVPD",
  "orbital_gap_ev": [7.78, 7.76],
  "e_above_lowest_kcal_mol": 154.6,
  "lumo_ev": [-0.27, -0.28],
  "multiplicity": 1,
  "elements": ["C", "C", "C", "N", "C", "O", "O", "H", "H", "H", "H", "H", "H", "H", "H", "H"],
  "xyz": [[-0.750, 0.087, 1.652], [0.514, -0.446, 1.645], [-0.239, -1.186, -1.392], [-0.337, 1.129, -0.548], [0.542, -0.053, -0.769], [0.419, 2.306, -0.388], [1.704, 0.190, -1.088], [1.284, 2.032, -0.773], [-1.061, 1.313, -1.243], [-1.673, -0.161, 1.150], [-1.120, 0.600, 2.531], [0.654, -1.472, 1.958], [1.355, 0.165, 1.939], [0.021, -2.119, -0.894], [-1.323, -1.096, -1.329], [0.010, -1.287, -2.451]],
  "atomic_forces_ev_per_a": [[0.12, -0.98, 1.68], [-0.91, 0.06, 0.92], [-0.02, -0.97, 0.81], [0.50, -0.35, 0.43], [-0.82, 3.00, -3.77], [0.36, -0.54, -0.24], [-0.84, -0.76, 1.64], [-0.25, 0.30, 0.16], [0.49, -0.45, -0.26], [0.22, -1.64, -0.36], [0.85, 2.43, -0.50], [0.14, -0.83, -1.86], [-0.22, 0.32, 0.99], [0.06, -0.13, -0.08], [0.03, 0.32, 0.27], [0.28, 0.23, 0.20]]
}

---

# 5
{
  "formula": "C4H10S2",
  "method": "wB97M-V/def2-TZVPD",
  "orbital_gap_ev": 9.97,
  "e_above_lowest_kcal_mol": 19.2,
  "lumo_ev": 0.78,
  "multiplicity": 1,
  "elements": ["C", "C", "C", "C", "H", "H", "H", "H", "H", "H", "H", "H", "H", "H", "S", "S"],
  "xyz": [[1.378, -1.855, 0.906], [-0.007, -1.453, 0.521], [0.059, 0.040, 0.280], [-1.058, 0.626, -0.605], [1.594, -2.902, 0.913], [1.600, -1.574, 1.949], [2.081, -1.249, 0.300], [-0.323, -1.903, -0.434], [-0.790, -1.574, 1.286], [0.976, 0.243, -0.219], [-0.606, 0.914, 2.709], [-1.153, 1.737, -0.457], [-2.004, 0.171, -0.428], [0.560, 0.776, -2.446], [0.435, 1.038, 1.809], [-0.696, 0.288, -2.421]],
  "atomic_forces_ev_per_a": [[1.00, 0.35, 1.29], [-0.84, 0.78, -0.33], [-1.36, 0.96, 0.51], [1.28, 1.30, -0.55], [0.09, -0.70, -0.62], [-0.20, 0.19, -0.31], [-0.04, -0.91, 0.16], [0.03, -0.07, 0.39], [0.33, -0.60, -0.22], [0.85, 0.32, -0.55], [0.37, -0.31, -1.03], [0.11, -1.17, -0.17], [-0.78, -0.38, 0.18], [-0.24, 0.01, 0.12], [-0.40, 0.16, 0.30], [-0.20, 0.08, 0.83]]
}

---

For the records above, the corresponding M values read 90.0; 302.8; 298.2; 103.1; 122.3 Da.
For the records above, the corresponding maximum force values read 0.07056; 0.05126; 0.03312; 0.09503; 0.03706 Eh/bohr.